(1)
Below is 4 unconnected molecules or ions with the total composition H8O4, with properties calculated with ωB97M-V/def2-TZVPD.

```
12
Properties=species:S:1:pos:R:3
O 2.350 -10.937 25.169
H 2.728 -10.678 24.349
H 2.744 -11.747 25.371
O 2.771 -10.305 22.517
H 3.289 -9.559 22.227
H 2.739 -10.851 21.746
O 0.338 -9.153 24.328
H -0.079 -9.512 23.591
H 0.980 -9.812 24.658
O 4.378 -12.924 22.645
H 5.003 -13.663 22.489
H 4.915 -12.298 23.107
```

Energy relative to the best compared isomer or geometry (same formula, charge and spin), eV: 0.949
E_LUMO, eV: 0.32
Highest occupied orbital energy, eV: -10.440
Energy, eV: -8319.7275
Structure (SMILES): O.O.O.O
Multiplicity: 1


(2)
Below is 4 unconnected molecules or ions with the total composition H8O4, with properties calculated with ωB97M-V/def2-TZVPD.

```
12
Properties=species:S:1:pos:R:3
H -1.096 1.085 -2.034
H 0.007 0.546 -1.067
H 4.519 0.472 -0.478
H 3.947 1.013 0.997
H -0.941 -0.551 2.674
H -0.713 -0.273 4.188
H -4.451 -1.875 -1.783
H -3.605 -3.088 -1.798
O -0.292 1.331 -1.516
O 4.626 1.099 0.241
O -0.466 0.025 3.282
O -3.577 -2.121 -2.094
```

Energy relative to the best compared isomer or geometry (same formula, charge and spin), eV: 1.468
E_LUMO, eV: 0.37
Highest occupied orbital energy, eV: -11.277
Energy, eV: -8319.2080
Structure (SMILES): O.O.O.O
Multiplicity: 1


(3)
Below is 4 unconnected molecules or ions with the total composition H8O4, with properties calculated with ωB97M-V/def2-TZVPD.

```
12
Properties=species:S:1:pos:R:3
O -0.054 0.801 0.091
H 0.452 -0.011 0.272
H -0.841 0.508 -0.397
O 1.166 2.652 1.824
H 0.696 2.406 2.626
H 0.773 2.086 1.125
O 1.190 -1.877 0.312
H 0.526 -2.180 -0.318
H 1.215 -2.563 0.990
O -1.854 -0.639 -1.810
H -1.990 0.078 -2.443
H -1.278 -1.260 -2.271
```

Energy relative to the best compared isomer or geometry (same formula, charge and spin), eV: 0.713
E_LUMO, eV: 0.12
Highest occupied orbital energy, eV: -10.346
Energy, eV: -8319.9630
Structure (SMILES): O.O.O.O
Multiplicity: 1


- What is the multiplicity in the second record?
  1


- Among the records above, which one has the highest energy?
  number 2


- Among the records above, which one has the lowest energy?
  number 3


Repeat the third record exactly.
Below is 4 unconnected molecules or ions with the total composition H8O4, with properties calculated with ωB97M-V/def2-TZVPD.

```
12
Properties=species:S:1:pos:R:3
O -0.054 0.801 0.091
H 0.452 -0.011 0.272
H -0.841 0.508 -0.397
O 1.166 2.652 1.824
H 0.696 2.406 2.626
H 0.773 2.086 1.125
O 1.190 -1.877 0.312
H 0.526 -2.180 -0.318
H 1.215 -2.563 0.990
O -1.854 -0.639 -1.810
H -1.990 0.078 -2.443
H -1.278 -1.260 -2.271
```

Energy relative to the best compared isomer or geometry (same formula, charge and spin), eV: 0.713
E_LUMO, eV: 0.12
Highest occupied orbital energy, eV: -10.346
Energy, eV: -8319.9630
Structure (SMILES): O.O.O.O
Multiplicity: 1